96
Properties=species:S:1:pos:R:3 method="wB97M-V/def2-TZVPD" orbital_gap_ev=8.434 largest_force_ev_per_a=11.2 homo_energy_ev=-8.331 e_above_lowest_kcal_mol=296.6
C -2.17 3.54 3.76
O -1.72 4.79 4.15
H -2.27 3.49 2.74
H -3.04 3.39 4.38
H -1.70 2.67 3.86
H -1.48 4.68 4.98
C 2.58 4.68 3.18
O 1.22 4.38 3.10
H 3.09 3.86 2.93
H 2.95 4.90 4.39
H 2.84 5.40 2.66
H 1.29 3.53 3.13
C 4.90 3.78 -1.36
O 4.11 3.02 -0.40
H 4.37 3.86 -2.40
H 5.82 3.34 -1.71
H 5.29 4.84 -1.04
H 3.74 2.30 -0.94
C 0.69 -2.29 2.44
O 1.14 -2.65 1.08
H 1.06 -2.77 3.16
H -0.53 -2.17 2.35
H 1.15 -1.37 2.63
H 0.96 -3.72 1.20
C 0.29 4.49 -0.02
O -0.88 4.79 0.79
H 1.05 5.13 0.32
H 0.03 4.71 -0.92
H 0.60 3.54 0.19
H -1.61 4.78 0.18
C 2.85 1.03 -2.93
O 2.94 0.79 -1.60
H 2.58 0.03 -3.26
H 3.90 1.13 -3.53
H 2.04 1.80 -3.19
H 2.52 0.05 -1.47
C 3.15 1.48 4.21
O 2.18 2.52 4.15
H 2.67 0.73 4.67
H 3.96 2.15 4.74
H 3.21 1.27 3.16
H 2.35 3.12 4.90
C 1.31 1.89 1.06
O 0.49 2.21 2.12
H 1.58 0.84 1.00
H 2.28 2.48 1.21
H 0.77 2.13 0.03
H 0.98 2.01 3.01
C -0.68 -2.53 -3.83
O 0.12 -3.03 -2.75
C 0.61 -2.02 -1.87
C 2.02 -2.44 -1.35
N 2.51 -1.59 -0.23
C 3.87 -1.98 0.05
C 4.34 -1.16 1.17
O 5.47 -1.68 1.70
C 5.86 -1.07 2.91
H -1.02 -3.29 -4.54
H 0.05 -1.79 -4.28
H -1.55 -1.72 -3.55
H -0.21 -2.13 -1.21
H 0.50 -1.01 -2.42
H 2.61 -2.39 -2.28
H 2.07 -3.49 -0.89
H 1.84 -1.74 0.60
H 4.44 -1.75 -0.96
H 4.10 -3.01 0.32
H 3.59 -1.19 1.95
H 4.60 -0.19 1.01
H 6.96 -1.45 3.10
H 5.46 -1.49 3.83
H 5.68 -0.08 3.11
C -9.26 -5.40 -4.28
O -8.34 -5.20 -3.21
C -7.80 -3.91 -3.16
C -6.54 -4.04 -2.31
N -6.01 -2.61 -2.28
C -4.76 -2.64 -1.68
C -4.16 -1.10 -1.59
O -2.83 -1.22 -1.18
C -2.21 0.08 -1.09
H -9.98 -4.73 -3.92
H -9.57 -6.38 -4.63
H -9.03 -4.89 -5.22
H -8.51 -3.18 -2.93
H -7.53 -3.56 -4.08
H -5.99 -4.70 -2.83
H -6.59 -4.46 -1.41
H -6.59 -2.22 -1.53
H -3.83 -3.21 -2.04
H -4.63 -3.00 -0.72
H -4.60 -0.57 -0.80
H -4.15 -0.68 -2.61
H -2.78 0.80 -0.36
H -1.98 0.31 -2.03
H -1.14 0.10 -0.75


105
Properties=species:S:1:pos:R:3 method="wB97M-V/def2-TZVPD" orbital_gap_ev=9.254 largest_force_ev_per_a=3.6 homo_energy_ev=-8.981
Na 9.52 16.36 10.56
Cl 10.73 14.41 8.48
C 11.07 18.66 7.78
O 11.30 19.24 8.84
N 9.87 18.67 7.13
N 12.13 18.22 6.91
H 9.02 18.97 7.59
H 9.75 18.38 6.18
H 13.05 18.07 7.34
H 11.86 17.42 6.35
C 7.98 13.87 10.44
O 7.71 15.08 10.68
N 7.48 13.07 9.47
N 8.89 13.19 11.29
H 7.32 13.56 8.58
H 7.89 12.19 9.34
H 9.38 13.65 12.00
H 8.97 12.20 11.13
O 6.58 16.75 8.52
H 7.12 16.20 7.93
H 6.68 16.36 9.39
O 8.82 18.60 10.51
H 9.70 18.83 10.15
H 8.02 19.04 10.11
O 8.03 14.86 6.90
H 8.97 14.69 7.10
H 7.89 14.87 5.94
O 6.49 19.28 9.22
H 6.47 18.41 8.81
H 5.67 19.78 9.06
O 11.27 17.16 11.57
H 11.93 17.09 10.87
H 11.29 18.00 12.03
O 11.07 15.21 5.15
H 11.94 15.52 4.98
H 11.06 14.86 6.04
O 13.74 15.47 5.94
H 13.68 14.68 6.49
H 14.42 15.99 6.41
O 13.45 13.41 7.61
H 12.44 13.33 7.65
H 13.83 12.66 7.16
O 13.12 16.48 9.46
H 12.62 15.83 8.90
H 13.71 15.92 9.98
C 10.49 11.06 6.37
C 9.78 10.09 7.35
C 10.09 8.62 6.93
C 11.54 8.16 7.21
C 11.72 8.30 8.73
C 11.49 9.77 9.18
N 10.15 10.18 8.76
O 9.90 11.46 9.27
C 11.48 9.79 10.71
C 12.73 10.67 8.77
C 8.29 10.47 7.26
H 10.29 12.12 6.50
H 10.11 10.79 5.40
H 11.54 10.91 6.31
H 9.47 7.98 7.57
H 9.86 8.51 5.90
H 12.11 8.92 6.64
H 11.66 7.16 6.78
H 12.73 8.06 9.10
H 10.93 7.75 9.21
H 12.49 9.54 11.00
H 11.29 10.76 11.16
H 10.78 8.99 11.06
H 12.91 10.61 7.66
H 12.69 11.71 9.10
H 13.65 10.32 9.30
H 7.74 10.12 8.16
H 7.82 10.05 6.40
H 8.28 11.54 7.08
H 10.44 12.14 8.77
C 16.50 15.11 9.41
C 16.16 14.65 10.88
C 16.15 15.87 11.79
C 15.66 15.52 13.21
C 14.16 15.09 13.11
C 13.91 13.80 12.27
N 14.71 14.09 10.87
O 14.78 12.79 10.26
C 14.52 12.58 12.96
C 12.46 13.56 11.91
C 17.29 13.64 11.30
H 16.44 14.24 8.72
H 17.58 15.31 9.32
H 15.93 15.94 8.93
H 17.21 16.24 11.79
H 15.49 16.60 11.37
H 15.74 16.43 13.88
H 16.24 14.74 13.65
H 13.54 15.91 12.75
H 13.68 14.86 14.04
H 13.96 12.29 13.85
H 14.47 11.70 12.27
H 15.55 12.78 13.24
H 11.84 13.45 12.82
H 12.12 14.45 11.36
H 12.33 12.61 11.32
H 17.18 12.79 10.66
H 17.12 13.29 12.34
H 18.30 14.08 11.25
H 14.35 12.95 9.40


98
Properties=species:S:1:pos:R:3 method="wB97M-V/def2-TZVPD" orbital_gap_ev=8.823 smiles=COC[C@H](C)N.COC[C@H](C)N.COC[C@H](C)N.COC[C@H](C)N.CCO.CCO.O.O.O.O largest_force_ev_per_a=3.3 homo_energy_ev=-8.682 e_above_lowest_kcal_mol=40.5
C -0.17 -6.04 5.43
C 0.87 -4.88 5.83
O 0.22 -3.68 5.60
H -1.05 -6.01 6.07
H 0.34 -7.00 5.44
H -0.66 -5.97 4.46
H 1.78 -5.02 5.25
H 1.20 -4.95 6.87
H 0.22 -3.62 4.64
C -3.31 -0.71 -5.89
C -3.61 -1.49 -4.56
O -2.61 -1.21 -3.62
H -4.04 -0.84 -6.69
H -2.33 -1.07 -6.18
H -3.41 0.34 -5.63
H -3.60 -2.58 -4.59
H -4.55 -1.09 -4.18
H -1.83 -1.74 -3.80
O 0.81 3.73 1.77
H 0.07 3.40 2.27
H 0.50 3.74 0.86
O 0.45 -2.25 1.05
H 0.76 -2.85 0.37
H 0.04 -1.53 0.56
O 4.44 -6.35 -1.64
H 5.11 -5.75 -1.32
H 4.92 -7.15 -1.87
O 1.21 -4.41 -3.69
H 0.69 -4.86 -4.37
H 1.67 -5.12 -3.23
C 3.86 3.00 -3.40
C 3.50 1.72 -4.15
C 2.99 1.93 -5.68
O 1.74 2.56 -5.74
C 1.16 2.94 -6.96
N 4.56 0.72 -4.12
H 4.15 2.87 -2.36
H 3.06 3.75 -3.33
H 4.66 3.47 -3.96
H 2.72 1.27 -3.54
H 3.00 0.96 -6.18
H 3.67 2.63 -6.16
H 0.08 3.03 -6.85
H 1.35 2.09 -7.62
H 1.51 3.93 -7.25
H 5.17 1.01 -4.87
H 4.07 -0.12 -4.39
C 7.02 -0.19 3.41
C 8.14 0.70 2.90
C 9.31 1.02 3.95
O 10.02 2.08 3.34
C 10.95 2.69 4.20
N 8.68 0.26 1.63
H 6.43 -0.62 2.59
H 6.28 0.35 4.00
H 7.37 -1.02 4.01
H 7.74 1.70 2.75
H 9.94 0.15 4.15
H 8.85 1.37 4.87
H 11.09 3.77 4.12
H 11.92 2.26 3.95
H 10.84 2.51 5.27
H 9.35 0.98 1.40
H 7.99 0.10 0.90
C -6.84 -3.79 2.20
C -6.38 -2.86 3.21
C -6.31 -3.61 4.56
O -7.65 -3.79 5.03
C -7.88 -4.10 6.42
N -5.07 -2.33 2.73
H -7.67 -4.39 2.58
H -6.18 -4.64 2.02
H -7.16 -3.24 1.31
H -7.12 -2.07 3.17
H -5.65 -3.04 5.21
H -5.78 -4.55 4.42
H -7.60 -5.15 6.45
H -8.94 -4.13 6.64
H -7.23 -3.58 7.13
H -4.33 -3.01 2.83
H -5.26 -2.07 1.78
C -4.05 6.40 -2.87
C -4.10 5.15 -2.06
C -5.53 4.52 -2.15
O -6.59 5.37 -1.98
C -6.89 6.02 -0.77
N -3.02 4.23 -2.23
H -2.99 6.64 -2.96
H -4.78 7.12 -2.52
H -4.38 6.19 -3.89
H -4.04 5.55 -1.05
H -5.64 3.65 -1.51
H -5.52 4.23 -3.20
H -6.70 5.50 0.17
H -7.92 6.31 -0.60
H -6.24 6.89 -0.86
H -2.53 4.43 -3.09
H -3.33 3.28 -2.18